Density functional theory data (ωB97M-V/def2-TZVPD) for C29H42SSb2SnTe as an isolated structure.

Structure (XYZ):
```
76
Properties=species:S:1:pos:R:3:forces:R:3:lowdin_charge:R:1
C -1.35810 2.55287 -3.22545 0.0 0.0 0.0 -0.12
C 0.23077 -2.04318 4.89776 -0.1 0.0 0.0 -0.39
H -0.54926 3.77481 -4.78133 0.0 0.0 0.0 0.12
H 5.85044 -1.29764 1.50224 0.1 0.0 0.0 0.08
H 4.08089 -1.51909 -2.58521 0.0 0.0 -0.1 0.07
H 4.41147 -3.24250 -2.69625 0.0 0.0 0.0 0.09
C 5.44514 -0.29508 1.64795 -0.1 0.0 0.0 -0.13
C -2.19910 2.12388 0.67696 0.0 -0.2 -0.4 -0.41
C 3.94944 -2.60099 -0.70477 -0.4 0.3 0.3 -0.52
H -2.93348 0.45677 -6.07245 0.0 0.0 0.0 0.12
H 0.89473 0.80700 -1.55263 0.0 0.0 -0.1 0.02
C -2.43647 2.39741 3.05444 0.0 0.0 -0.1 -0.06
H 2.62416 -1.33764 3.41332 0.0 0.0 0.0 0.03
C 3.69436 -1.25632 3.19515 0.0 0.0 -0.1 -0.15
C -1.15466 2.90867 -4.55017 0.1 0.1 0.0 -0.06
C -1.45018 3.28913 0.60116 0.1 0.0 0.0 -0.11
C -1.18184 4.00045 1.76540 0.0 0.0 -0.1 -0.05
H -6.84390 -1.64296 0.71682 0.0 0.0 0.0 0.12
C -5.49762 1.18574 -1.55156 0.0 0.0 0.0 -0.11
H -7.55297 1.63294 -1.94840 0.0 0.0 0.0 0.12
H 1.04220 -2.76106 4.98219 0.0 0.0 -0.1 0.02
H 3.01153 2.87932 -0.89513 0.0 0.0 0.0 0.09
H 1.85544 -0.16625 -2.67189 -0.1 0.0 0.0 0.07
H 5.63400 0.28894 0.74538 0.1 0.0 0.0 0.07
H -3.34309 0.80183 1.94077 0.1 0.0 0.0 0.10
C 3.03925 2.01589 -0.22574 0.1 -0.1 0.0 -0.14
H -0.60909 4.91660 1.70955 0.0 0.0 0.0 0.12
C 0.29379 -4.17295 2.51673 -0.1 0.0 0.0 -0.38
H 0.61869 -1.02792 4.91404 0.0 0.0 -0.1 0.01
C -2.72596 0.68684 -3.95462 0.0 -0.1 0.0 -0.12
C -6.46171 -0.84991 0.08827 0.0 0.0 0.1 -0.06
C -5.09291 -0.66408 -0.03278 0.1 0.0 0.0 -0.13
H -3.34450 -0.17251 -3.72147 0.0 0.0 0.0 0.11
H -1.09074 3.65634 -0.35096 0.1 0.0 0.1 0.09
H 5.99880 0.17032 2.46599 0.0 0.0 0.0 0.09
H 2.17916 2.09004 0.44694 0.0 0.1 0.0 0.05
H 3.95528 0.60142 -1.56267 0.0 -0.1 0.0 0.09
H -5.11906 1.96819 -2.19977 -0.1 0.0 0.0 0.11
Sn 0.18183 -0.26164 1.43383 0.0 0.6 0.1 0.42
C -2.15060 1.44783 -2.94366 -0.1 -0.1 0.6 -0.36
Te -0.82819 -2.43751 3.07448 0.3 -0.4 0.2 1.17
H 2.74723 -2.69042 -2.51329 0.0 0.0 0.0 0.08
H -4.39771 -1.31516 0.48523 0.0 0.0 0.0 0.09
H -0.46844 -2.17778 5.71810 0.0 0.0 0.0 0.01
H 4.09002 -2.26095 3.03130 0.0 0.0 0.0 0.08
H -1.57372 2.44971 -6.59993 0.0 0.0 0.0 0.12
H 4.20284 -4.72852 -0.59055 0.0 0.0 0.0 0.09
H 1.95379 1.59649 -2.72413 0.0 0.0 0.0 0.09
H -1.45844 4.10953 3.88869 0.0 0.0 0.0 0.12
H 3.95118 2.09223 0.36575 0.0 0.0 0.1 0.07
C -1.72674 2.16006 -5.56924 0.0 0.0 0.0 -0.04
C -6.86378 0.99216 -1.41546 0.0 0.0 0.0 -0.05
C 3.96213 -0.35656 1.99217 -0.1 -0.2 -0.1 -0.57
H 2.53023 -4.21367 -0.38409 0.0 0.0 0.0 0.08
C -7.34130 -0.02113 -0.59505 0.0 0.0 0.0 -0.05
H 4.18453 -0.84945 4.08195 0.0 0.0 0.0 0.09
C 3.56520 -3.96105 -0.14617 0.1 0.0 0.0 -0.15
H -0.90595 3.13313 -2.43204 0.0 0.0 -0.1 0.09
H -0.19910 -4.60455 1.64924 0.0 0.0 0.0 0.02
Sb -2.57302 0.82554 -0.96509 -0.1 -0.1 0.2 1.40
C -4.62822 0.35687 -0.85049 0.5 0.1 -0.1 -0.36
H 0.25686 -4.87457 3.34612 0.0 0.0 0.0 0.02
Sb 2.77279 -1.00404 0.28350 0.7 0.2 -0.2 1.40
C 1.86281 0.73520 -2.05775 0.1 0.0 0.0 -0.16
C 3.00318 0.72896 -1.04408 -0.2 -0.2 0.2 -0.54
H -2.84757 2.07260 4.00121 0.0 0.0 0.0 0.12
H 4.97582 -2.35662 -0.42502 0.0 0.1 0.0 0.09
H 3.70460 -4.00685 0.93572 0.0 -0.1 0.0 0.06
H 1.31908 -3.90414 2.28296 0.0 0.1 0.0 -0.01
C 3.77798 -2.49704 -2.21028 0.0 0.1 0.0 -0.14
S -1.26042 -1.08790 -0.43375 -0.4 0.0 -0.3 -0.05
C -2.50159 1.04549 -5.27480 0.0 0.0 0.0 -0.05
H -8.40761 -0.16844 -0.49018 0.0 0.0 0.0 0.12
H 3.59112 0.64776 2.21284 0.0 0.0 -0.1 0.08
C -2.70284 1.67906 1.89845 -0.2 -0.1 -0.1 -0.18
C -1.66292 3.55006 2.98565 0.0 0.0 0.0 -0.05
```
Forces are in eV/Å.

- Spin multiplicity: 1
- Energy: -2490.67211 Ha
- Gap between HOMO and LUMO: 0.2826 Eh
- Total charge: +2
- Lowest unoccupied orbital energy: -5.7 eV
- HOMO: -13.383 eV

Density functional theory data (ωB97M-V/def2-TZVPD) for C29H43BaIN3P2 as an isolated structure.

Structure (XYZ):
```
79
Properties=species:S:1:pos:R:3:forces:R:3:lowdin_charge:R:1
C 0.92262 -3.60768 3.98301 0.0 0.0 0.0 -0.12
C 1.04095 0.48444 0.41823 -0.1 0.0 0.0 -0.43
H 3.82642 0.80264 -3.15597 0.0 0.0 0.0 0.10
H -0.26771 1.39234 1.86225 0.0 0.0 0.0 0.11
H 2.47474 2.51866 -1.01400 0.0 0.0 0.0 0.06
H 0.34456 2.91471 -0.66569 0.0 0.0 0.0 0.10
C -0.16722 -2.76907 3.95076 0.0 0.1 0.0 -0.77
H -5.33829 -0.18155 -1.95369 0.0 0.0 0.0 0.06
C -0.97360 1.22108 -0.65071 0.0 0.0 0.0 -0.35
C -1.67681 3.52966 -0.94603 0.0 0.0 0.0 -0.02
H -4.34686 1.50905 -1.02293 0.0 0.0 0.0 0.08
H -2.21767 -0.03284 2.43457 0.0 0.0 0.0 0.04
P 2.80598 -0.52266 -1.49423 -0.1 0.0 0.0 0.95
H 3.47669 3.12100 -2.33682 0.0 0.0 0.0 0.09
H 1.46573 -4.03674 4.80767 0.0 0.0 0.0 0.13
H -2.42068 -3.35890 -1.88236 0.0 0.0 0.0 0.04
H 3.60935 0.01200 4.50178 0.0 0.0 0.0 0.08
H -5.43102 0.66132 0.59504 0.0 0.0 0.0 0.07
C -5.34000 -0.37217 0.92819 0.0 0.0 0.0 -0.10
H 4.18762 2.13339 -1.05405 0.0 0.0 0.0 0.07
H 1.38235 1.45513 3.66866 0.0 0.0 0.0 0.12
I -1.19256 -1.96442 5.53940 0.0 0.0 0.0 0.91
H -4.44753 -2.32650 -1.08193 0.0 0.0 0.0 0.11
H -5.81452 -1.01998 0.19139 0.0 0.0 0.0 0.07
C -3.31069 1.80885 -0.95111 0.0 0.0 0.0 -0.07
C 5.70527 -0.25157 -1.20776 0.0 0.0 0.0 -0.10
H -3.81381 0.12256 3.17089 0.0 0.0 0.0 0.08
H 3.77959 -3.14400 -0.81628 0.0 0.0 0.0 0.05
C -4.58489 -0.73224 -2.51382 0.0 0.0 0.0 -0.11
H 1.92496 2.10498 -4.05568 0.0 0.0 0.0 0.08
C 1.75119 1.25533 -3.39254 0.0 0.0 0.0 -0.12
H -3.38057 -2.99132 -3.30505 0.0 0.0 0.0 0.08
C 2.36337 0.02462 0.20220 0.0 0.0 0.0 -0.37
C 3.96301 0.57767 3.63747 0.0 0.0 0.0 -0.05
C -0.68712 2.59548 -0.74595 0.0 0.0 0.0 -0.02
H 5.53476 -3.00489 -0.81504 0.0 0.0 0.0 0.08
H 0.86524 1.46505 -2.79440 0.0 0.0 0.0 0.05
C 4.53188 -1.19897 -1.46288 0.0 0.0 0.0 -0.57
H -2.03333 -1.94032 -2.91403 0.0 0.0 0.0 0.06
H 6.64276 -0.79486 -1.34516 0.0 0.0 0.0 0.08
H -3.94517 -0.00780 -3.02001 0.0 0.0 0.0 0.08
H 5.70908 0.58239 -1.90851 0.0 0.0 0.0 0.07
H -1.40897 4.57791 -1.01978 0.0 0.0 0.0 0.12
C -4.08916 4.17527 -1.33320 0.0 0.0 0.0 -0.05
H -3.99018 4.60230 -2.33293 0.0 0.0 0.0 0.08
P -2.74108 -0.87799 -0.27007 0.0 0.0 0.0 0.99
C -2.84285 -2.53676 -2.47150 0.0 0.0 0.0 -0.18
C -3.76649 -1.65823 -1.62013 0.0 0.0 0.0 -0.55
H 4.61866 -1.52409 -2.50739 0.0 0.0 0.0 0.10
C 2.97486 1.02882 -2.50347 0.0 0.0 0.0 -0.54
H -5.10344 -1.31680 -3.27667 0.0 0.0 0.0 0.08
H 4.28637 -0.29640 1.10895 0.0 0.0 0.0 0.08
H 4.91598 0.15190 3.32417 0.0 0.0 0.0 0.08
C 1.66248 1.04595 2.70385 0.0 0.0 0.0 -0.03
H -3.87089 -1.76683 1.59785 0.0 0.0 0.0 0.10
N 1.25303 -3.85857 2.70326 0.0 0.1 0.0 -0.01
C 4.61130 -2.46347 -0.60434 0.0 0.0 0.0 -0.13
H -5.90944 -0.46200 1.85563 0.0 0.0 0.0 0.09
C -3.01764 3.15263 -1.07292 0.0 0.0 0.0 -0.27
H 1.54402 0.38265 -4.01504 0.0 0.0 0.0 0.07
N 0.45281 -3.22264 1.83340 0.0 0.0 0.0 -0.13
Ba 0.20345 -2.16868 -0.76605 0.0 -0.1 0.0 1.63
H 5.71187 0.16125 -0.20037 0.0 0.0 0.0 0.07
C -2.32687 0.83223 -0.72455 0.0 0.0 0.0 -0.30
C 3.30363 2.26855 -1.67705 0.0 0.0 0.0 -0.10
C -3.26698 0.19177 2.22928 0.0 0.0 0.0 -0.12
C 3.27758 0.05760 1.26773 0.0 0.0 0.0 -0.06
C 0.73297 1.01278 1.69180 0.0 0.0 0.0 -0.02
C -0.41424 -2.55694 2.58868 0.0 0.0 0.0 -0.24
N 0.06380 0.29503 -0.54762 0.0 0.1 0.0 -0.27
C 2.95839 0.54862 2.51824 0.0 0.0 0.0 -0.27
H 4.14878 1.59879 3.97442 0.0 0.0 0.0 0.08
H -4.03115 4.99910 -0.62074 0.0 0.0 0.0 0.08
H -3.31456 1.22546 1.88209 0.0 0.0 0.0 0.08
C -3.88354 -0.74778 1.19157 0.0 0.0 0.0 -0.55
H 4.59714 -2.23734 0.46220 0.0 0.0 0.0 0.06
H -5.08236 3.73348 -1.25727 0.0 0.0 0.0 0.08
H 2.00720 -4.43339 2.36940 0.0 0.0 0.0 0.16
H -1.18254 -1.94806 2.13374 0.0 0.0 0.0 0.06
```
Forces are in eV/Å.

- Spin multiplicity: 1
- Energy: -2300.86757 Ha
- Gap between HOMO and LUMO: 0.2366 Eh
- Total charge: +1
- Lowest unoccupied orbital energy: -2.7 eV
- HOMO: -9.187 eV
- ΔE to the lowest compared entry with this formula, charge and spin: 0.0 kcal/mol